Entry 1:
Entry from the Open Molecules 2025 dataset: a molecular structure, C47H42AuO4S5Si in a non-equilibrium geometry (ωB97M-V/def2-TZVPD).

Values from the calculation:
electronic energy	-4532.85545	Ha
energy relative to the best compared isomer or geometry (same formula, charge and spin)	91.6	kcal per mole
frontier orbital gap (spin up / spin down)	0.1195 / 0.1195	hartree
net charge	+1
multiplicity	1

```
100
Properties=species:S:1:pos:R:3:forces:R:3
Au 1.315696 -1.048623 -0.166754 -0.1613 -0.1038 -0.3837
O 1.472196 -1.454023 2.168046 -0.3586 -1.0454 -2.0276
S 1.824196 -0.418823 3.181246 -0.5429 1.9991 0.6901
C 2.129396 1.028777 2.084846 0.2630 -0.3609 0.4367
C 2.285196 2.407877 2.695046 -0.0333 0.1420 0.0174
C 1.828296 3.484277 1.698346 -0.0908 -0.1893 0.0355
C 2.598396 3.447877 0.378746 -0.3824 -0.2271 -0.4982
S 1.767396 2.682177 -1.102654 -0.0647 1.9773 0.3933
O 1.364696 1.296377 -0.762854 -0.2035 -1.4676 0.2600
C 0.177096 3.572477 -1.104254 0.6567 0.2828 -0.2188
C -0.914604 2.750777 -1.708954 0.3142 -0.0079 0.3017
C -2.185604 3.541277 -2.100654 -0.3256 0.3836 -0.1533
C -2.184204 4.994977 -1.794354 0.3351 0.1316 -0.0168
C -1.179104 5.590777 -1.150254 -0.6256 0.1653 -0.2923
C 0.037896 4.876177 -0.837754 0.5690 -0.6740 0.1041
C 0.214196 0.075777 3.854046 0.2877 -0.1235 0.0098
C 0.110696 0.862077 4.991046 0.1049 -0.0062 0.0788
C -1.148704 1.159977 5.490646 0.0344 0.1020 -0.0679
C -2.281104 0.652477 4.868346 -0.0199 -0.0573 0.0367
C -2.163904 -0.166423 3.755046 0.0231 0.0432 0.1332
C -0.910204 -0.447223 3.242346 0.1465 -0.1731 -0.1755
H 1.270296 0.994877 1.417946 -0.1820 -0.0843 0.1029
H 3.002396 0.714277 1.510046 0.0539 -0.0101 0.0405
H 3.326196 2.584277 2.968246 0.0043 -0.0348 0.1454
H 1.669596 2.502877 3.593246 0.0811 0.0121 -0.0444
H 1.962796 4.466977 2.158746 -0.0722 -0.0916 -0.0379
H 0.759696 3.351377 1.509746 -0.0114 0.1413 0.0313
H 3.526296 2.886077 0.482246 0.1284 -0.0157 -0.1855
H 2.859996 4.441977 0.020746 0.0469 0.0740 -0.0437
H -0.474004 2.158177 -2.509554 -0.0839 0.0043 -0.0677
H -2.501804 3.366777 -3.130954 -0.0082 0.0323 -0.0170
H -3.062604 5.548077 -2.091354 -0.0705 0.1716 0.0187
H -1.215004 6.641577 -0.908754 -0.0791 0.1060 0.0250
H 0.849696 5.458677 -0.433454 0.2334 0.0424 0.1001
H 0.995596 1.215277 5.499046 0.1049 0.0813 0.0794
H -1.245304 1.790277 6.364446 0.0171 -0.0344 0.0199
H -3.259004 0.889377 5.261346 -0.0595 -0.0129 0.0428
H -3.040004 -0.589423 3.286746 -0.0741 0.0434 -0.0807
H -0.777704 -1.084223 2.380546 -0.1566 -0.0445 -0.1016
O 3.308096 -1.182123 -0.032354 -1.3879 1.0980 -0.1119
C 3.747396 -2.481223 -0.217254 0.5196 -1.5137 0.1041
C 5.241596 -2.430723 -0.352754 0.2127 0.4224 0.1322
C 6.167996 -3.416923 -0.176954 -0.4705 0.2139 0.0213
C 7.474196 -2.983623 -0.480054 0.2054 0.2980 -0.1529
C 7.511796 -1.678423 -0.868754 -0.2293 0.0763 -0.0131
S 5.953296 -0.950823 -0.877254 0.4152 -0.4736 0.0109
C 3.179796 -3.056823 -1.496354 0.0022 -0.3145 0.1152
C 3.157796 -4.325023 -1.976854 0.1606 0.6248 0.4618
C 2.403596 -4.439823 -3.174054 -0.1838 0.4439 -0.1695
C 1.864596 -3.262923 -3.571254 -0.5140 0.2554 0.0734
S 2.317296 -1.955023 -2.528654 -0.1683 -0.0983 0.1872
C 3.299596 -3.336623 0.942846 0.2317 -0.1180 0.2911
C 2.132996 -4.035823 1.053246 0.2844 0.0682 -0.1883
C 1.933096 -4.566623 2.343646 -0.0127 -0.0605 0.3754
C 2.940096 -4.254323 3.199846 0.0915 0.2548 -0.2064
S 4.154796 -3.305623 2.443546 -0.2926 -0.1583 -0.2181
H 5.917996 -4.407623 0.155546 -0.0438 -0.2125 0.0755
H 8.343196 -3.615323 -0.415954 0.1326 -0.0345 0.0090
H 8.369596 -1.099023 -1.149854 0.1746 0.0961 -0.0258
H 3.653796 -5.154123 -1.505954 0.0578 -0.1085 0.1930
H 2.274496 -5.365823 -3.704354 0.0125 -0.1058 -0.2188
H 1.257896 -3.055223 -4.428854 -0.1428 0.0262 -0.2261
H 1.443996 -4.177323 0.239746 -0.1308 -0.0598 -0.1966
H 1.072796 -5.147823 2.618146 -0.1541 -0.1480 0.1011
H 3.038896 -4.512323 4.235546 0.0187 -0.1411 0.2044
O -0.696804 -0.805423 -0.459654 2.9563 -1.8280 1.4372
Si -1.868404 -0.059823 -1.175854 -2.1761 2.7588 -0.4776
C -1.780104 1.920677 -0.720054 0.1772 -2.4421 -1.3310
C -3.036804 2.704877 -1.087754 -0.3542 -0.0052 -0.5300
C -3.700104 3.413377 0.038246 -0.0258 0.1677 0.7414
C -3.275404 3.299777 1.306346 -0.9850 0.4677 -0.8776
C -2.147204 2.481877 1.644946 1.4076 -0.6517 -0.5330
C -1.409004 1.900377 0.677746 -0.2299 0.5243 1.6650
C -3.507604 -0.673623 -0.413254 0.9246 -0.0079 -0.3443
C -3.454804 -1.604023 0.618546 -0.0479 0.0312 -0.0486
C -4.591204 -2.278823 1.029046 0.0037 -0.0909 0.2039
C -5.807804 -2.021723 0.422546 -0.0339 -0.0280 0.0556
C -5.879804 -1.081523 -0.590654 -0.0887 0.0780 -0.0184
C -4.738204 -0.419323 -1.007454 -0.1448 0.0479 -0.0643
C -2.073804 -0.400723 -3.032854 0.1862 -0.0470 0.6066
C -1.694904 0.355977 -4.135454 0.1176 0.1723 -0.0603
C -1.886704 -0.109723 -5.425754 0.0375 0.0589 -0.1369
C -2.442404 -1.356023 -5.645954 -0.0112 -0.0380 -0.0103
C -2.827404 -2.127223 -4.562854 -0.0012 -0.1767 -0.0852
C -2.654004 -1.646123 -3.280854 0.0814 -0.0196 0.0474
H -3.800604 2.147377 -1.636454 0.0492 -0.1314 0.0565
H -4.567204 4.010377 -0.206154 -0.0653 0.1804 0.0809
H -3.764504 3.839077 2.102646 -0.2243 0.0433 0.0415
H -1.868404 2.381777 2.681746 0.1024 -0.0203 0.1436
H -0.511904 1.356777 0.918246 0.0436 -0.1585 0.2130
H -2.502204 -1.826623 1.073046 0.1607 -0.1115 0.0611
H -4.516404 -3.024323 1.806946 -0.0483 -0.0715 0.1137
H -6.692804 -2.558123 0.729646 -0.0844 -0.0491 0.0299
H -6.822604 -0.882823 -1.075654 -0.1319 0.0430 -0.0474
H -4.818404 0.274777 -1.833554 0.0295 -0.0031 -0.0950
H -1.233604 1.324977 -4.024054 -0.0112 0.0996 0.0537
H -1.595604 0.505377 -6.262954 0.0501 0.0769 -0.1114
H -2.574004 -1.723923 -6.651154 -0.0409 -0.0311 -0.1333
H -3.253504 -3.106723 -4.715354 -0.1048 -0.1001 -0.0392
H -2.971504 -2.240023 -2.438854 -0.1053 -0.2402 0.0744
```
Forces are in eV/Å.

Atom charges from the Mulliken analysis, given in e for atoms 1 to 6: number 1, Au, carries 3.007; number 2, O, carries -0.328; number 3, S, carries -0.140; number 4, C, carries 1.347; number 5, C, carries -0.994; number 6, C, carries -0.004

***

Entry 2:
Entry from the Open Molecules 2025 dataset: 4 unconnected molecules or ions with the total composition C2H11NO4 in a non-equilibrium geometry (ωB97M-V/def2-TZVPD).

Values from the calculation:
electronic energy	-438.49105	Ha
structure (SMILES)	NCC=O.O.O.O
energy relative to the best compared isomer or geometry (same formula, charge and spin)	41.7	kcal per mole
frontier orbital gap	0.3568	hartree
net charge	0
multiplicity	1

```
18
Properties=species:S:1:pos:R:3:forces:R:3
N -0.147082 1.013703 1.215748 -0.3039 1.0955 -0.2478
C 0.663873 1.225217 0.013992 0.9541 -1.4531 -0.2419
C 2.120678 1.492398 0.397748 -1.0673 0.6040 -0.0315
O 3.041672 0.791860 0.096705 0.3165 -0.0262 0.0032
H 0.361735 0.584534 1.974979 0.2239 -0.4887 -0.1873
H -0.398088 1.927793 1.565060 -0.2465 0.1610 0.1933
H 0.269001 1.986156 -0.659422 -0.1281 0.3064 0.4111
H 0.695937 0.316395 -0.598836 -0.1686 0.0712 0.1761
H 2.218960 2.388355 1.059971 0.3585 -0.1686 -0.0104
O 0.245551 -2.043489 1.001074 0.3002 -0.1787 -0.1130
H 0.929571 -2.726412 1.012396 -0.1645 0.1529 0.0556
H 0.224094 -1.765393 0.073870 -0.0972 -0.0166 0.0402
O -0.382378 -1.389469 -2.007742 -0.4920 -0.2005 -0.0778
H -0.513409 -1.812874 -2.864163 0.1969 -0.0005 0.1119
H -1.262306 -1.421667 -1.587784 0.3346 0.2111 0.1159
O -2.492432 -0.478155 -0.332672 -0.1498 -0.3282 -0.6339
H -2.665954 -0.234685 0.582230 0.1210 0.2605 -0.2191
H -2.909424 0.145732 -0.943155 0.0124 -0.0016 0.6555
```
Forces are in eV/Å.

Atom charges from the natural (NBO) analysis, given in e for atoms 1 to 6: number 1, N, carries -0.813; number 2, C, carries -0.340; number 3, C, carries 0.433; number 4, O, carries -0.510; number 5, H, carries 0.371; number 6, H, carries 0.345

***

Entry 3:
Entry from the Open Molecules 2025 dataset: a single C9H13N3O2Si molecule in a non-equilibrium geometry (ωB97M-V/def2-TZVPD).

Values from the calculation:
electronic energy	-954.99647	Ha
structure (SMILES)	CO[Si](C)(OC)n1nnc2ccccc21
energy relative to the best compared isomer or geometry (same formula, charge and spin)	13.7	kcal per mole
frontier orbital gap	0.3582	hartree
net charge	0
multiplicity	1

```
28
Properties=species:S:1:pos:R:3:forces:R:3
C 2.891708 -0.802042 1.590684 2.2959 0.0635 -1.8113
O 1.742626 -0.072639 1.802309 -5.1436 -1.2417 -0.6708
Si 0.025515 -0.698723 1.155185 5.8174 -0.8590 1.4162
C -0.298873 -2.399845 1.916446 -1.3023 1.6972 -1.9271
O -1.000382 0.401922 1.590944 -1.3357 1.4861 -0.5452
C -0.787200 1.843919 1.818467 0.7395 -1.7759 -1.3097
N 0.442268 -0.686431 -0.580138 -1.8456 0.3289 -0.0593
N 1.424780 -1.396791 -1.215894 0.4350 -0.9741 2.4064
N 1.304902 -1.303701 -2.439739 1.5838 -0.4851 -2.3828
C 0.296881 -0.483390 -2.783967 -1.2914 0.5142 -0.0877
C -0.118427 0.002138 -4.058015 0.9438 -0.6982 0.5271
C -1.121621 0.897844 -4.058581 0.3827 -0.5991 2.7252
C -1.714680 1.268313 -2.840130 0.4449 -1.0205 -0.1798
C -1.418685 0.724748 -1.605049 0.5427 0.4464 -1.9521
C -0.337475 -0.127606 -1.561633 1.0284 -0.1560 -1.6520
H 3.640458 0.056101 1.394406 -0.4116 -1.8529 -0.3499
H 2.876936 -1.644728 0.766775 -0.0711 2.0230 1.0963
H 3.301127 -1.322957 2.447349 -0.3298 -0.0849 0.7883
H -1.221860 -2.875132 1.602952 -0.1132 -0.0319 -0.2808
H 0.491160 -3.053596 1.793409 1.8073 -1.3690 -1.0853
H -0.322278 -2.358209 2.944619 -0.4086 0.7823 2.5434
H -1.008373 1.862408 2.825456 -0.4860 1.0170 2.1331
H -1.428637 2.486820 1.215609 0.0142 -0.3926 -0.0763
H 0.271508 2.010458 1.665394 0.0910 0.4829 -0.1057
H 0.297701 -0.173823 -5.042570 0.6111 -0.7361 0.4441
H -1.407187 1.303147 -4.952447 -0.9358 1.1940 -1.9787
H -2.427574 1.998121 -2.987970 -1.8027 1.4357 0.4735
H -1.921741 0.991180 -0.754171 -1.2605 0.8057 1.9007
```
Forces are in eV/Å.

Atom charges from the natural (NBO) analysis, given in e for atoms 1 to 6: number 1, C, carries -0.254; number 2, O, carries -0.884; number 3, Si, carries 2.216; number 4, C, carries -1.134; number 5, O, carries -0.946; number 6, C, carries -0.227

***

Entry 4:
Entry from the Open Molecules 2025 dataset: 2 unconnected molecules or ions with the total composition C6H6Cl3N4 in a non-equilibrium geometry (ωB97M-V/def2-TZVPD).

Values from the calculation:
electronic energy	-1831.47120	Ha
energy relative to the best compared isomer or geometry (same formula, charge and spin)	50.6	kcal per mole
frontier orbital gap (spin up / spin down)	0.2908 / 0.2908	hartree
net charge	+1
multiplicity	1

```
19
Properties=species:S:1:pos:R:3:forces:R:3
C -3.188584 -2.184765 0.219342 0.9715 -0.0358 0.0610
C -0.621026 -0.148195 1.632613 -0.1663 0.9176 -2.7007
C -0.272369 -0.264688 -0.809294 1.9022 1.3495 0.1922
C -0.018184 0.596189 0.392785 -2.3524 -0.1410 0.5614
C -2.165370 -1.135196 0.312387 -2.7877 1.1467 -1.8342
C -3.557796 0.620811 0.031237 0.6657 -1.6313 0.9120
N -4.022836 -2.981493 0.194100 0.5231 0.4786 -0.1084
N -1.636075 -0.891348 1.519531 0.6395 -0.5611 1.0920
N -1.300604 -0.993785 -0.846437 -3.0732 -4.2060 -2.0282
N 0.756281 -0.295806 -1.664985 -0.2494 0.5682 1.8596
Cl -3.181552 1.491838 1.498186 -0.8276 -0.0282 -0.7374
Cl -2.926838 1.390737 -1.381653 -0.4659 0.0137 0.0018
Cl -5.143159 -0.118636 -0.111752 1.0832 1.1564 0.1203
H -0.211876 0.004286 2.565649 0.9121 0.3920 1.9658
H -0.455601 1.652452 0.270068 0.2850 -1.6089 0.1445
H 1.021077 0.716978 0.366833 1.5883 0.3164 0.9772
H -1.496036 -1.715765 -1.663063 0.6859 2.0686 2.0939
H 1.423298 0.325759 -1.273672 1.1551 0.3999 -0.5345
H 0.739426 -0.263244 -2.635662 -0.4891 -0.5952 -2.0384
```
Forces are in eV/Å.

Atom charges from the natural (NBO) analysis, given in e for atoms 1 to 6: number 1, C, carries 0.197; number 2, C, carries 0.188; number 3, C, carries 0.576; number 4, C, carries -0.556; number 5, C, carries 0.190; number 6, C, carries -0.206

***

The highest energy relative to the best compared isomer or geometry (same formula, charge and spin) belongs to which entry?
C47H42AuO4S5Si